Computed, not measured: a molecular structure, C56H55AsGe2IrN3O6S5, with the ωB97M-V functional and the def2-TZVPD basis.

## Properties
**F_max**: 3.73 eV/A
**Energy relative to the best compared isomer or geometry (same formula, charge and spin)**: 64.0 kcal per mole
**LUMO level (spin up / spin down)**: 3.584 / 3.585 eV
**Total charge**: -2
**M**: 1438.8 g/mol
**E_HOMO (spin up / spin down)**: -3.1974 / -3.1964 eV

XYZ file:
```
129
C56H55AsGe2IrN3O6S5 (the ωB97M-V functional and the def2-TZVPD basis)
Ir 2.4001 -1.9808 0.1480
C -5.1725 -4.2508 -1.3091
C -4.4648 -3.0826 -1.9335
C -3.3903 -3.2756 -2.7898
C -2.7176 -2.2059 -3.3579
C -1.5764 -2.4433 -4.2971
C -3.1163 -0.9029 -3.0430
C -4.2059 -0.6908 -2.2002
C -4.6612 0.6908 -1.8345
C -4.8667 -1.7848 -1.6628
C -2.4254 0.2332 -3.6964
C -2.9921 0.7418 -4.8612
C -2.3687 1.7549 -5.5631
C -1.1477 2.2248 -5.1244
C -0.5639 1.7317 -3.9576
C -1.2270 0.7590 -3.2143
Ge -0.4410 0.0793 -1.4638
S 0.8133 -1.7109 -1.7599
S -2.0307 -0.3380 0.1452
Ge -0.3394 0.4547 1.4959
S 0.9713 -1.1984 2.1298
S 0.4579 1.7669 -0.2115
C -1.0879 1.5728 3.0432
C -2.3732 1.3836 3.5513
C -2.8386 2.1973 4.5827
C -2.0545 3.2092 5.0977
C -0.7780 3.3892 4.6029
C -0.2796 2.5664 3.5961
C 1.1434 2.7666 3.2230
C 1.5281 3.7661 2.3312
C 0.5120 4.5685 1.5731
C 2.8802 4.0377 2.1533
C 3.8486 3.3560 2.8700
C 5.2959 3.7359 2.7759
C 3.4514 2.3414 3.7301
C 2.1141 2.0389 3.9214
C 1.7107 0.9694 4.8884
C -3.3218 0.3469 3.0750
C -3.2459 -0.9568 3.5618
C -2.1258 -1.3610 4.4689
C -4.2196 -1.8747 3.1933
C -5.2634 -1.5222 2.3523
C -6.3377 -2.5129 2.0056
C -5.3245 -0.2201 1.8757
C -4.3702 0.7191 2.2287
C -4.4185 2.1214 1.6980
C 0.7838 2.2656 -3.6454
C 1.9122 1.5726 -4.0862
C 1.7979 0.1943 -4.6548
C 3.1522 2.1932 -4.0234
C 3.2924 3.4886 -3.5577
C 4.6092 4.1978 -3.6077
C 2.1688 4.1402 -3.0655
C 0.9191 3.5486 -3.1088
C -0.2881 4.2792 -2.6044
H -4.9855 -5.1645 -1.8707
H -6.2484 -4.0799 -1.2603
H -4.8065 -4.3934 -0.2927
H -3.0606 -4.2823 -3.0106
H -1.5992 -3.4589 -4.6857
H -0.6386 -2.2994 -3.7596
H -1.5975 -1.7382 -5.1264
H -4.0709 1.4472 -2.3445
H -4.5324 0.8189 -0.7627
H -5.7145 0.8302 -2.0832
H -5.7009 -1.6113 -0.9972
H -3.9254 0.3231 -5.2136
H -2.8187 2.1587 -6.4616
H -0.6166 2.9780 -5.6917
H -3.8292 2.0208 4.9816
H -2.4289 3.8436 5.8896
H -0.1404 4.1650 5.0039
H -0.4978 4.3096 1.8839
H 0.6077 4.3529 0.5102
H 0.6741 5.6361 1.7292
H 3.1798 4.8039 1.4504
H 5.4799 4.3330 1.8864
H 5.9283 2.8505 2.7397
H 5.5805 4.3182 3.6559
H 4.2050 1.7892 4.2743
H 2.5705 0.6211 5.4569
H 1.2910 0.1262 4.3383
H 0.9467 1.3327 5.5765
H -1.8792 -0.5583 5.1617
H -1.2361 -1.5701 3.8724
H -2.3855 -2.2538 5.0335
H -4.1532 -2.8892 3.5648
H -5.9771 -3.5315 2.1299
H -6.6632 -2.3824 0.9762
H -7.2039 -2.3708 2.6575
H -6.1287 0.0596 1.2058
H -5.3213 2.2922 1.1146
H -3.5451 2.2926 1.0671
H -4.3796 2.8449 2.5120
H 0.8907 0.0761 -5.2453
H 1.7534 -0.5273 -3.8396
H 2.6620 -0.0405 -5.2710
H 4.0246 1.6630 -4.3810
H 5.3548 3.5979 -4.1252
H 4.9665 4.3916 -2.5955
H 4.5028 5.1515 -4.1249
H 2.2734 5.1416 -2.6699
H -0.0025 5.2416 -2.1866
H -0.7710 3.6855 -1.8299
H -1.0103 4.4395 -3.4049
O 5.5470 -3.6826 2.1681
As 5.3942 -3.8548 0.3893
O 6.9037 -3.9260 -0.1953
O 4.6140 -2.5134 -0.1331
C 4.6974 -5.7069 0.3436
C 5.6270 -6.7348 0.2744
C 5.2082 -8.0546 0.3162
C 3.8577 -8.3602 0.4194
C 2.9306 -7.3346 0.4976
C 3.3672 -6.0243 0.4715
S 2.2236 -4.6653 0.4877
O 2.6899 -3.7792 1.5708
O 0.9110 -5.2183 0.7154
O 2.3951 -4.0572 -0.8341
H 4.6963 -3.3246 2.4303
H 6.6698 -6.4614 0.1759
H 5.9351 -8.8550 0.2715
H 3.5210 -9.3898 0.4395
H 1.8682 -7.5137 0.5771
N 5.3609 4.0415 -0.5321
C 5.0240 2.9390 -0.4125
N 4.8247 1.6900 -0.2992
C 3.9045 0.8682 -0.1899
N 3.0782 0.0420 -0.0747
```

Computed, not measured: a gas-phase ion, C9H17N2O2S (charge +1), with the ωB97M-V functional and the def2-TZVPD basis.

## Properties
**F_max**: 4.24 eV/A
**Energy relative to the best compared isomer or geometry (same formula, charge and spin)**: 13.3 kcal per mole
**LUMO level**: -4.926 eV
**Total charge**: +1
**SMILES**: C[N+]1=CC=C[C@H]1S(=O)(=O)NC(C)(C)C
**M**: 217.3 g/mol
**E_HOMO**: -14.0476 eV

XYZ file:
```
31
C9H17N2O2S (the ωB97M-V functional and the def2-TZVPD basis)
C 1.3772 -1.4609 -0.7856
C 2.4508 -2.1080 -0.2288
C 1.7467 -0.0610 -0.8225
C 3.5041 -1.0784 -0.0132
C -3.1579 -0.3094 -1.0164
C -2.3380 -0.9828 1.2416
C -2.9838 1.3689 0.8145
C 3.8133 1.2968 -0.3290
C -2.3437 0.1803 0.1888
N -0.9572 0.4591 -0.2230
N 3.0251 0.0891 -0.3536
O 0.6545 -0.4818 1.6047
O 0.9435 1.8779 0.6778
S 0.4668 0.5066 0.5677
H 0.5472 -1.9050 -1.3216
H 2.7385 -3.1945 -0.1511
H 1.5263 0.5488 -1.7249
H 4.5898 -1.1594 0.1169
H -2.5456 -0.8654 -1.6634
H -3.9722 -0.6875 -0.5231
H -3.4700 0.4580 -1.6941
H -1.8539 -0.7118 2.1242
H -1.7765 -1.8451 0.8777
H -3.3431 -1.3661 1.5086
H -3.0036 2.2677 0.2335
H -4.0431 1.3212 0.9638
H -2.7510 1.7156 1.7757
H 4.1452 1.6997 -1.3235
H 3.2342 2.2022 0.2010
H 4.7799 1.0342 0.1628
H -1.0032 1.1911 -0.8855
```

no.,energy (Eh)
1,-11267.837425
2,-1010.958957